Entry 1:
Computed, not measured: a cluster of 6 separate species, C36H87O21P3 in total, with wB97M-V/def2-TZVPD.

```
147
C36H87O21P3 wB97M-V/def2-TZVPD
H 5.57 1.56 2.72
H 1.17 2.32 0.88
H 8.80 -1.12 -1.04
O -0.64 2.63 -5.93
C 6.24 2.16 -2.38
H -3.06 1.77 7.51
H -1.80 -1.47 -7.08
H 3.72 -2.42 1.01
H 2.14 5.89 4.54
H 0.01 1.07 3.47
H -6.33 -0.69 3.21
H -2.28 -8.21 -2.40
O -2.15 1.13 5.67
H 0.52 3.07 2.37
H -2.77 1.89 3.78
H 6.89 2.17 1.69
C -4.38 0.60 4.61
C -2.60 -6.75 -4.00
H -8.79 2.35 0.61
C -7.30 0.87 2.27
H -1.18 4.04 -3.12
H -3.64 -6.89 -4.28
H -7.03 0.41 4.40
O -0.37 1.51 -3.69
C -2.63 0.89 7.04
C -2.55 -9.26 -5.43
H -1.03 -0.26 -2.06
H 4.91 3.91 3.69
H 0.25 0.90 6.23
H -0.46 0.42 -0.53
H -8.28 0.38 2.29
O 5.32 -1.37 -1.26
C 6.07 0.32 1.10
O -2.09 0.60 -5.37
H 3.68 2.73 6.25
H -2.77 -8.37 -6.01
H -4.90 -5.11 -4.40
H 1.02 3.11 -3.79
C -2.70 0.54 -6.73
H -7.15 2.82 0.35
H -4.97 0.38 5.50
O 3.05 1.65 4.55
C 0.86 2.13 -3.34
O 5.55 0.90 -2.23
C -2.76 -0.95 -7.09
H 4.23 4.70 5.10
C 8.65 -1.40 -2.09
C -6.53 0.36 3.43
H 0.95 3.58 8.10
O 1.45 1.60 7.67
H 7.24 -2.97 -2.58
H -5.47 -2.54 -5.73
C 0.95 2.17 1.94
C -1.88 -8.02 -3.39
H -2.71 5.60 -4.55
C -4.52 -4.47 -3.60
H 4.84 2.04 5.14
H 9.65 -1.13 -2.42
H 6.04 4.04 -3.50
H -6.60 -2.04 -4.59
H 1.93 2.12 2.42
H -3.27 -1.18 -8.02
H 0.12 -1.17 -1.11
H -2.80 -0.36 -0.15
P 6.28 -0.33 -1.49
C -2.23 3.80 -3.28
H 2.51 1.55 -4.64
H 4.56 3.47 -2.93
H -2.64 6.00 -2.90
H -2.47 -3.87 -4.19
H 1.79 -3.78 0.48
H -2.11 -9.86 -6.23
H 6.03 -0.65 1.59
C -7.96 2.89 1.08
H 8.87 -3.06 -3.31
H 2.89 1.39 -2.94
H 5.09 0.47 0.66
H 8.65 -3.57 -1.68
O 2.87 4.23 3.64
O -2.53 2.77 -4.12
H 2.65 -1.20 1.70
C 3.90 2.59 5.19
C -2.94 -4.41 -3.37
H -8.47 3.81 1.37
H -3.43 0.15 7.05
O -5.24 0.97 3.50
H -3.15 -1.52 -6.24
H -2.66 3.40 -2.36
H -2.22 -1.94 -0.40
H -3.70 0.96 -6.72
H 5.30 2.65 -4.30
H 2.64 -1.60 -0.08
C -3.18 1.61 4.75
O -1.67 -9.11 -4.31
H 0.67 2.29 -2.27
H -6.96 0.45 1.32
O -0.45 -1.94 3.40
H -3.68 2.52 5.09
O -2.41 -5.75 -3.03
C 6.46 1.29 2.16
C -0.75 -0.51 -1.04
H -2.08 -6.42 -4.90
O -1.73 -1.04 1.31
H 1.83 0.12 4.83
C -1.89 -0.95 -0.07
C 1.14 1.52 6.23
H -6.59 -3.69 -5.09
H -4.02 5.09 -3.55
C 0.64 2.56 8.35
O 7.55 -0.66 -2.48
O 0.38 -2.48 0.97
O 0.60 -0.06 1.96
H -0.39 2.25 8.16
H -4.05 -0.42 4.42
H 7.26 0.90 2.80
C -2.93 5.19 -3.57
H 6.33 2.63 -1.40
O -7.51 2.31 2.31
P -0.29 -1.40 2.01
O -4.98 -3.16 -3.72
C -5.93 -2.88 -4.80
H -1.90 0.36 7.66
C 8.31 -2.83 -2.41
H 7.23 1.85 -2.72
C 2.07 1.34 -3.66
C 1.85 4.86 4.35
H 1.69 -3.46 2.20
H -2.65 -3.77 -2.53
H 1.66 4.29 5.26
H 0.71 2.41 9.43
C 5.50 3.11 -3.34
C 2.34 0.84 5.47
H -1.06 1.19 2.13
C 4.07 3.90 4.38
H -3.50 -9.67 -5.09
P -1.39 1.94 -4.88
C 0.00 1.10 2.38
C 2.73 -1.97 0.94
O 6.93 0.18 -0.07
H 0.95 4.96 3.74
H 0.90 2.51 5.84
H 1.70 0.32 -3.75
H -2.03 1.00 -7.45
H 3.02 0.46 6.24
H -4.96 -4.91 -2.71
C 1.60 -3.00 1.22
H -0.84 -7.77 -3.19
```

Calculated values
HOMO (spin up / spin down)   -10.4626 / -10.4626 eV
Frontier orbital gap (spin up / spin down)   0.288 / 0.048 hartree
Net charge   +1
E   -4027.53229 a.u.
2S+1   2
<S²>   0.757


Entry 2:
Computed, not measured: a cluster of 10 separate species, C36H89N3O10 in total, with wB97M-V/def2-TZVPD.

```
138
C36H89N3O10 wB97M-V/def2-TZVPD
C -11.00 -19.74 -3.78
C -13.93 -22.59 -7.97
H -6.81 -22.21 -4.39
H -11.28 -19.61 -2.73
O -8.62 -17.29 -5.24
H -16.45 -23.14 -9.35
C -9.52 -20.20 -3.95
H -13.50 -20.56 -7.25
O -7.45 -21.39 -1.20
C -5.98 -21.76 -6.37
H -17.33 -24.76 -7.56
H -15.25 -22.92 -5.21
H -14.22 -21.55 -6.02
O -13.60 -16.99 -4.19
H -5.34 -23.13 -4.82
N -5.76 -20.37 -5.84
H -12.40 -20.68 -1.16
H -10.94 -15.44 -3.59
C -10.68 -23.42 -0.13
C -14.22 -21.33 -7.12
H -12.03 -19.03 -8.13
H -13.02 -19.97 -4.28
O -10.96 -18.39 -4.40
O -10.09 -21.07 -0.44
C -7.03 -20.69 -8.35
H -17.57 -19.70 -1.04
H -9.27 -21.22 -3.68
C -12.10 -20.60 -4.37
H -6.85 -23.46 -5.62
H -10.18 -13.58 -7.34
H -9.23 -20.15 -4.97
C -9.49 -14.01 -6.66
O -4.86 -20.44 -4.73
C -15.43 -24.29 -6.85
H -16.82 -25.99 -6.49
C -12.35 -21.68 -0.81
H -9.49 -17.61 -4.88
C -9.29 -16.13 -7.86
H -15.48 -21.31 -3.94
C -10.88 -22.16 -0.98
O -16.26 -22.74 -8.49
H -6.20 -21.00 -8.98
H -7.53 -15.18 -2.33
H -16.03 -18.55 -1.69
H -3.35 -19.09 -6.81
H -9.71 -15.01 -2.31
C -9.62 -13.23 -5.29
H -6.66 -18.52 -8.36
H -4.11 -19.96 -8.16
H -8.00 -21.41 -6.57
C -4.75 -22.27 -7.13
H -15.23 -20.96 -7.37
H -8.89 -19.57 -3.35
C -9.63 -15.46 -6.51
C -16.77 -19.74 -3.01
H -11.44 -18.94 -6.77
H -7.72 -19.12 -7.10
H -9.54 -12.15 -5.52
C -7.19 -21.71 -7.23
C -17.32 -20.40 -1.81
H -11.87 -20.91 -5.39
H -8.32 -15.85 -8.25
H -7.04 -20.63 -1.71
H -8.59 -13.14 -3.41
H -6.55 -17.84 -5.26
H -3.95 -20.28 -5.03
H -15.77 -19.80 -4.82
H -12.77 -21.62 -9.37
H -13.60 -23.04 -10.02
H -4.25 -18.18 -8.08
H -14.51 -21.56 -9.82
O -15.72 -18.84 -2.56
H -7.46 -22.66 -7.72
H -8.49 -13.77 -7.14
H -12.08 -24.70 -5.84
H -13.10 -22.28 -1.33
H -14.26 -25.73 -5.73
H -12.71 -21.64 0.24
H -10.14 -15.96 -8.53
H -9.83 -16.64 -2.95
H -11.61 -15.38 -5.44
C -9.91 -15.56 -3.23
H -13.98 -16.57 -4.92
H -10.59 -13.39 -4.81
C -12.97 -24.17 -6.21
C -6.23 -22.69 -5.17
C -11.11 -15.88 -6.27
H -10.94 -23.19 0.91
H -13.18 -23.46 -5.42
H -7.40 -16.72 -3.20
H -9.62 -23.60 -0.05
H -11.23 -24.28 -0.51
H -4.80 -17.83 -5.20
H -11.85 -18.02 -4.23
H -11.28 -16.95 -6.18
H -6.55 -15.23 -3.70
N -8.68 -15.87 -5.42
H -12.19 -21.52 -3.72
H -5.01 -23.30 -7.31
H -16.13 -25.86 -8.14
H -16.58 -20.99 -1.31
H -17.57 -19.15 -3.47
C -12.71 -23.38 -7.51
H -6.70 -21.96 -1.04
H -18.18 -21.02 -2.11
N -15.11 -23.50 -8.06
C -4.23 -19.09 -7.48
C -5.70 -17.93 -5.86
H -7.50 -13.51 -4.72
H -12.52 -24.08 -8.31
H -4.56 -21.83 -8.08
C -8.54 -13.71 -4.34
C -7.47 -15.62 -3.33
H -11.83 -22.71 -7.45
H -9.19 -17.21 -7.69
H -5.65 -17.06 -6.52
H -13.93 -25.62 -7.42
C -6.82 -19.33 -7.67
C -16.46 -25.32 -7.29
C -16.01 -23.50 -5.73
O -11.23 -19.21 -7.66
H -3.86 -22.23 -6.46
H -6.61 -18.54 -2.89
H -9.15 -21.26 -0.77
H -7.84 -20.64 -9.04
H -10.78 -22.35 -2.07
H -14.30 -17.44 -3.69
C -13.71 -22.16 -9.38
H -5.84 -19.78 -3.19
H -16.83 -22.81 -6.00
C -14.12 -25.04 -6.52
H -17.00 -20.95 -4.81
H -11.57 -15.56 -7.14
C -5.58 -19.21 -6.73
H -16.50 -24.17 -5.06
C -8.71 -15.22 -4.12
C -16.20 -20.52 -4.21
O -6.11 -19.23 -2.43
```

Calculated values
Relative energy (zero: lowest compared OMol25 entry of this formula, charge and spin)   0.0 kcal/mol
HOMO   -8.0155 eV
Frontier orbital gap   0.307 hartree
Net charge   0
E   -2341.56208 a.u.


Entry 3:
Computed, not measured: a structure of composition C36H90Br2ClInO24P6, with wB97M-V/def2-TZVPD.

```
160
C36H90Br2ClInO24P6 wB97M-V/def2-TZVPD
O 3.50 0.95 2.83
H -2.07 -6.47 -2.03
H -3.05 -5.53 -0.92
Cl -0.45 0.92 1.43
C 6.27 2.94 0.79
C -5.43 -1.67 -2.26
H 3.79 -0.13 6.07
C 4.08 0.24 5.07
H -1.81 4.96 0.43
H -2.03 -5.62 1.05
C 1.71 5.13 2.30
H 2.21 0.98 4.35
H -0.58 2.90 -3.95
H 4.25 7.20 -3.37
O 0.16 -1.68 2.57
H -0.80 0.82 7.01
H -5.48 2.88 -0.82
H 0.27 -2.30 -4.80
C -5.83 -3.07 1.12
H 1.18 2.85 -3.58
H 3.26 1.46 -1.20
H -0.46 3.15 -0.68
H 2.30 6.83 -1.70
P -2.79 -1.89 -2.43
P 3.77 0.14 1.52
H 1.99 -1.67 -6.46
H 5.34 -2.93 -0.61
H -6.90 -1.77 -3.75
O -4.13 -1.14 -2.02
C 2.28 -3.80 3.90
C -2.74 -5.61 -1.98
H -6.69 2.07 0.29
H 1.53 1.90 -6.04
H 4.91 -0.02 -3.34
C -0.34 -0.39 5.38
C 3.27 6.31 -1.64
H -5.39 -2.74 -2.05
H -0.20 1.53 -5.93
C -1.36 -5.42 1.87
H 0.19 -0.58 -5.16
H -6.02 -1.19 -1.51
C 5.81 1.62 1.38
H 3.48 5.46 3.22
C -0.53 4.18 -1.12
H -0.47 4.18 -2.22
H 5.62 1.73 2.48
P 2.07 4.47 -0.16
C 2.73 4.66 3.30
O 1.37 -2.88 4.54
C -1.73 -4.11 2.57
C -5.94 -1.30 -3.69
O -0.70 -3.88 3.58
O -3.25 -3.39 -2.22
H 6.37 2.84 -0.28
H -6.27 1.42 -1.33
O -2.58 -1.77 -3.96
H -3.55 1.59 4.43
H -2.02 -4.38 -3.60
H -1.88 0.16 -4.22
C 5.64 -2.12 0.09
H 4.80 5.62 -3.00
O 3.14 5.00 -1.17
H -1.30 -4.08 -1.98
C 0.35 2.38 -4.20
H 3.28 -0.27 -1.48
H 4.93 -0.36 4.70
O -1.64 -1.53 -1.62
H 3.64 -2.31 0.79
O 0.09 1.07 -3.61
H -3.63 0.04 -4.06
H -1.57 -0.85 7.15
H 7.28 3.20 1.21
H 4.79 -3.04 1.89
C -2.23 -4.37 -2.50
P 1.01 0.25 -2.67
C 2.17 -1.54 -5.42
H -1.34 -6.32 2.51
H -3.52 -1.36 -6.20
C -5.85 1.95 -0.48
H 3.10 3.66 3.08
H 6.61 -2.31 0.47
H -1.87 -0.92 -6.44
C 0.80 -1.40 -4.74
H 0.72 -0.39 5.70
H 3.91 -2.60 4.39
C 4.76 0.82 -2.67
H -2.49 -0.57 3.54
H 4.80 1.70 -3.35
P 0.02 -2.48 3.80
H -6.67 -2.46 0.65
H 2.76 -2.42 -5.09
H 1.73 -4.73 4.02
Br 0.76 -3.14 -0.29
C -1.29 0.00 6.49
O 2.62 -0.46 0.87
H 3.92 6.90 -0.96
H -6.09 -4.34 -0.57
O 2.40 5.44 1.04
C 0.57 2.26 -5.66
C -3.77 1.15 3.44
C 3.45 0.70 -1.96
H 2.28 4.62 4.29
H -0.38 -5.34 1.41
H -2.75 -4.12 2.96
H 2.79 -0.63 -5.36
H -4.25 1.95 0.96
O -4.59 -2.49 0.64
H 3.16 5.81 -3.74
O 0.97 -1.19 -3.32
H -6.89 -5.02 1.01
Br -2.89 2.37 -2.42
C -3.55 -0.33 3.64
H 3.39 -3.61 5.63
H 2.30 -3.63 2.84
H 5.64 3.78 1.00
C -2.82 -0.58 -5.99
P -4.00 -1.16 1.18
H 4.50 1.24 5.23
C -1.68 4.99 -0.63
H -6.01 -0.22 -3.68
H -1.60 -3.33 1.83
H -5.87 -3.00 2.23
O -4.90 0.04 0.76
C 2.96 0.31 4.00
O 0.63 0.21 -1.24
C 3.60 -3.61 4.57
H 0.98 4.37 1.99
C -2.76 -0.41 -4.52
H -5.27 -1.67 -4.47
C 3.91 6.22 -3.05
O 0.66 4.92 -0.67
H -2.19 0.46 6.15
H -3.83 1.13 -0.58
O 2.45 0.87 -3.01
C 4.64 -2.21 1.24
H 2.46 -0.66 3.68
H -1.58 6.00 -0.96
H 5.60 -1.16 -0.41
H -2.65 4.58 -1.02
H 6.53 0.82 1.27
O 2.24 3.09 0.24
H 5.63 0.89 -2.00
H -4.80 1.36 3.20
C -6.03 -4.48 0.55
H 0.33 3.21 -6.11
H 1.28 6.08 2.63
C -4.60 1.30 0.12
H -3.11 0.36 -6.47
O -0.78 -1.69 4.90
H -3.72 -5.89 -2.44
H -3.15 1.62 2.68
In -0.48 -1.12 0.46
O -4.32 -1.21 2.76
H 4.34 -4.35 4.32
O 4.65 1.15 0.68
O -2.58 -1.07 0.87
H -3.90 -0.70 4.58
H -0.54 0.35 4.61
H -5.17 -5.13 0.76
O 4.71 -1.02 2.06
```

Calculated values
HOMO   -6.8711 eV
Frontier orbital gap   0.268 hartree
Net charge   0
E   -11078.70362 a.u.


Listing F_max for the structures above in their given order: 4.60 2.78 4.05 eV Å⁻¹.